ORCA calculation (wB97M-V/def2-TZVPD) on CH25INO16P3S as an isolated structure in a non-equilibrium geometry.

Structure (XYZ):
```
48
Properties=species:S:1:pos:R:3:mulliken_charge:R:1
N 0.055 -0.064 3.596 -0.633
P -0.930 1.070 3.055 0.229
O -0.127 2.117 1.954 -0.184
P -0.456 1.672 0.372 1.050
O -1.870 2.158 0.087 -0.854
O -0.453 0.014 0.237 -0.054
C -1.012 -0.428 -1.000 0.239
S 0.136 -0.378 -2.438 0.899
O -0.682 -0.324 -3.688 -0.640
O 1.039 -1.575 -2.422 -0.629
O 0.552 2.442 -0.712 -0.458
P 2.230 2.471 -0.292 0.234
O 2.326 3.854 0.679 -0.388
I 2.804 0.568 1.145 0.031
H -0.334 -0.975 3.339 0.250
H -1.353 1.851 4.165 0.094
H -2.068 0.449 2.443 0.093
H -1.956 0.080 -1.296 0.074
H -1.264 -1.507 -0.863 0.063
H 0.959 0.728 -2.454 0.110
H 2.846 4.456 0.112 0.391
O -2.310 5.031 0.039 -0.638
H -2.312 4.075 -0.128 0.388
H -1.409 5.299 -0.155 0.290
O -3.190 3.251 3.711 -0.585
H -3.239 4.185 3.938 0.291
H -3.926 3.119 3.105 0.304
O 2.682 -3.016 -0.677 -0.571
H 2.767 -3.913 -1.017 0.278
H 2.378 -2.501 -1.441 0.404
O 3.665 -5.563 -2.482 -0.620
H 4.458 -6.095 -2.592 0.303
H 3.727 -4.903 -3.180 0.316
O 4.213 5.363 -0.913 -0.629
H 4.903 5.827 -0.429 0.305
H 4.619 5.148 -1.758 0.302
O -3.664 -0.128 -2.262 -0.596
H -3.746 0.799 -2.006 0.272
H -4.383 -0.266 -2.886 0.272
O -2.198 -3.476 -1.083 -0.621
H -1.787 -4.286 -0.760 0.315
H -2.690 -3.760 -1.859 0.287
O -0.789 -5.316 -2.395 -0.651
H -0.549 -4.386 -2.494 0.353
H -0.325 -5.757 -3.113 0.291
O 0.899 -2.283 6.058 -0.656
H 0.743 -1.730 5.282 0.374
H 1.103 -3.149 5.692 0.310
```

Values from the calculation:
Orbital gap = 8.8506 eV
LUMO energy = -0.21 eV

---

ORCA calculation (wB97M-V/def2-TZVPD) on CH25MnO12 as an isolated structure in a non-equilibrium geometry.

Structure (XYZ):
```
39
Properties=species:S:1:pos:R:3:mulliken_spin:R:1
Mn -7.387 -28.518 -4.991 4.890
C -9.608 -26.551 -3.175 0.005
O -9.061 -27.645 -3.839 0.063
H -10.671 -26.535 -3.417 -0.001
H -9.528 -26.620 -2.090 0.006
H -9.226 -25.581 -3.493 0.004
O -7.123 -24.087 -2.439 0.000
H -6.503 -24.515 -3.029 0.000
H -7.933 -24.587 -2.538 0.000
O -9.506 -24.254 0.128 0.000
H -8.756 -24.678 0.546 0.000
H -10.200 -24.912 0.156 0.000
O -11.542 -25.755 -5.919 0.000
H -12.178 -26.470 -5.902 0.000
H -11.004 -25.895 -5.139 0.000
O -10.894 -30.013 -3.786 0.000
H -10.632 -29.097 -3.881 0.001
H -10.744 -30.396 -4.650 0.000
O -7.814 -30.244 -3.737 0.028
H -7.316 -30.740 -3.086 0.003
H -8.728 -30.361 -3.480 -0.003
O -13.119 -24.096 -4.074 0.000
H -12.863 -24.330 -3.182 0.000
H -12.594 -24.668 -4.633 0.000
O -9.834 -22.683 -5.317 0.000
H -9.324 -23.469 -5.512 0.000
H -10.299 -22.893 -4.507 0.000
O -10.537 -23.301 -2.650 0.000
H -10.904 -23.504 -1.790 0.000
H -9.590 -23.289 -2.510 0.000
O -12.589 -24.884 -1.394 -0.001
H -13.003 -24.692 -0.552 0.000
H -12.670 -25.832 -1.491 0.000
O -7.896 -24.359 -6.231 0.000
H -7.262 -24.048 -6.877 0.000
H -7.477 -25.122 -5.832 0.001
O -8.476 -29.089 -0.739 0.000
H -7.818 -28.436 -0.501 0.000
H -8.939 -28.703 -1.483 0.001
```

Values from the calculation:
2S+1 = 6
Total charge = +1
Orbital gap (alpha / beta) = 4.3373 / 4.3654 eV
LUMO energy (alpha / beta) = -7.59 / -7.56 eV
Energy relative to the best compared isomer or geometry (same formula, charge and spin) = 266.12 kJ/mol

---

ORCA calculation (wB97M-V/def2-TZVPD) on a 12-piece molecular cluster, CH25O14 overall in a non-equilibrium geometry.

Structure (XYZ):
```
40
Properties=species:S:1:pos:R:3:mulliken_charge:R:1
O -2.489 -1.939 -0.494 -0.412
H -1.575 -1.543 -0.207 0.418
H -3.144 -1.218 -0.496 0.441
H -2.768 -2.606 0.171 0.463
O -1.665 0.631 2.346 -0.370
H -0.970 0.194 1.709 0.389
H -2.309 -0.004 2.708 0.424
H -2.148 1.322 1.859 0.397
O -0.625 2.193 -2.515 -0.361
H -0.140 2.873 -1.971 0.456
H -0.427 1.265 -2.113 0.374
H -1.586 2.309 -2.488 0.443
C 0.064 -0.043 -0.193 0.446
O 0.502 1.078 0.234 -0.059
O -0.290 -0.194 -1.419 -0.937
O -0.285 -0.943 0.710 -1.054
O 0.085 -1.116 -4.081 -0.636
H 0.125 -0.797 -3.167 0.412
H -0.760 -1.572 -4.152 0.319
O 2.073 -1.865 2.323 -0.625
H 1.502 -1.512 3.011 0.316
H 1.575 -1.748 1.507 0.273
O -0.766 -2.823 2.608 -0.551
H -0.724 -2.175 1.880 0.422
H -1.619 -2.691 3.040 0.308
O 1.400 1.629 2.823 -0.661
H 1.107 0.991 3.482 0.269
H 1.413 1.138 1.983 0.244
O 0.541 -3.338 -2.105 -0.598
H 0.863 -3.603 -2.974 0.345
H -0.094 -2.645 -2.294 0.226
O 3.522 0.815 0.673 -0.634
H 2.867 0.774 -0.028 0.321
H 3.254 0.134 1.306 0.369
O -0.844 3.481 0.062 -0.623
H -0.209 2.734 0.173 0.279
H -1.697 3.161 0.367 0.269
O 1.774 2.722 -1.599 -0.700
H 2.686 2.702 -1.911 0.334
H 1.780 2.227 -0.767 0.263
```

Values from the calculation:
Total charge = +1
Orbital gap = 7.6788 eV
LUMO energy = -5.60 eV

---

ORCA calculation (wB97M-V/def2-TZVPD) on CH2AlLiO as an isolated structure in a non-equilibrium geometry.

Structure (XYZ):
```
6
Properties=species:S:1:pos:R:3:mulliken_charge:R:1
C -0.750 -0.637 -0.213 -0.115
O -0.952 0.303 -0.978 -0.305
H -0.217 -1.583 -0.295 0.391
Al 0.218 0.659 1.215 0.892
Li -2.014 0.957 0.533 0.927
H -1.571 -0.567 0.596 0.210
```

Values from the calculation:
Total charge = +2
Orbital gap = 8.7115 eV
LUMO energy = -13.04 eV
Energy relative to the best compared isomer or geometry (same formula, charge and spin) = 0.00 kJ/mol

---

ORCA calculation (wB97M-V/def2-TZVPD) on one molecule with the formula CH2BF3 in a non-equilibrium geometry.

Structure (XYZ):
```
7
Properties=species:S:1:pos:R:3:mulliken_charge:R:1
B -0.240 -0.042 0.300 0.140
C -0.037 -0.694 1.715 0.601
F -0.612 -1.864 1.826 -0.207
F 1.250 -0.813 2.383 -0.272
F -0.722 0.195 2.477 -0.232
H 0.624 0.391 -0.266 -0.013
H -1.273 -0.046 0.013 -0.016
```

Values from the calculation:
Orbital gap = 11.9878 eV
SMILES = BC(F)(F)F
LUMO energy = -0.70 eV
Energy relative to the best compared isomer or geometry (same formula, charge and spin) = 176.16 kJ/mol

---

ORCA calculation (wB97M-V/def2-TZVPD) on a 2-piece molecular cluster, CH2BN overall in a non-equilibrium geometry.

Structure (XYZ):
```
5
Properties=species:S:1:pos:R:3:mulliken_spin:R:1
B -0.193 0.667 0.055 0.933
C -0.247 -0.732 -0.436 -0.123
N 0.023 -1.682 -1.028 0.440
H -0.828 1.623 0.289 -0.005
H 1.246 0.125 1.120 0.755
```

Values from the calculation:
2S+1 = 3
Orbital gap (alpha / beta) = 7.5816 / 8.9006 eV
LUMO energy (alpha / beta) = -0.38 / -3.66 eV
Energy relative to the best compared isomer or geometry (same formula, charge and spin) = 0.00 kJ/mol

---

ORCA calculation (wB97M-V/def2-TZVPD) on CH2Br2N2O as an isolated structure in a non-equilibrium geometry.

Structure (XYZ):
```
8
Properties=species:S:1:pos:R:3:mulliken_charge:R:1
C 0.509 0.610 -0.181 -0.258
N -0.648 0.994 -0.890 -0.037
N 0.432 -1.071 0.523 -0.293
O -1.682 1.172 -0.274 -0.228
Br 0.558 -2.451 -0.665 0.052
Br -1.137 -1.143 1.595 0.051
H 1.351 0.785 -0.797 0.326
H 0.617 1.103 0.689 0.386
```

Values from the calculation:
Orbital gap (alpha / beta) = 7.5049 / 7.6675 eV
LUMO energy (alpha / beta) = -1.52 / -1.52 eV
Energy relative to the best compared isomer or geometry (same formula, charge and spin) = 463.15 kJ/mol

---

ORCA calculation (wB97M-V/def2-TZVPD) on CH2Br2S as an isolated structure in a non-equilibrium geometry.

Structure (XYZ):
```
6
Properties=species:S:1:pos:R:3:mulliken_charge:R:1
C -0.267 0.065 -0.365 -0.327
S 1.369 0.454 0.494 -0.091
Br -1.651 1.338 0.011 -0.003
Br -0.997 -1.655 0.023 -0.019
H 0.353 -0.003 -1.702 0.313
H 1.193 -0.199 1.540 0.127
```

Values from the calculation:
Orbital gap = 9.5702 eV
LUMO energy = -0.09 eV
Energy relative to the best compared isomer or geometry (same formula, charge and spin) = 149.69 kJ/mol